The following is a quantum chemistry calculation of a gas-phase ion, C6H8NO4 (charge -1) in a non-equilibrium geometry, from OMol25.

## Properties
Energy relative to the best compared isomer or geometry (same formula, charge and spin) ... 498.4 kJ/mol
Total charge ... -1
DFT total energy ... -16027.7838 eV
Maximum force ... 3.28 eV/A

CARTESIAN COORDINATES (ANGSTROEM)
C  1.009  1.544  2.177
C  0.038  0.587  2.592
C  -1.859  -0.862  -2.072
C  1.172  0.163  -1.327
C  -0.953  -1.179  -0.788
C  0.083  -0.139  -0.339
N  0.583  -0.895  0.770
O  -2.636  -1.719  -2.405
O  -1.679  0.225  -2.568
O  1.890  1.356  1.319
O  0.222  -0.650  2.009
H  0.829  2.555  2.779
H  -0.641  0.589  3.513
H  1.883  -0.735  -1.585
H  0.689  0.654  -2.235
H  1.726  1.103  -0.933
H  -1.703  -1.370  -0.026
H  -0.346  -2.129  -0.876
H  -0.307  0.903  -0.005

Löwdin atomic charge list, values in e, 2 entries: atom 1 (C): -0.340, atom 2 (C): -0.093

***

The following is a quantum chemistry calculation of a gas-phase ion, C6H13N2S2 (charge +1) in a non-equilibrium geometry, from OMol25.

## Properties
Energy relative to the best compared isomer or geometry (same formula, charge and spin) ... 53.6 kJ/mol
Total charge ... +1
Structure (SMILES) ... CC1(C)SC[NH2+][C@@H]1C(N)=S
DFT total energy ... -31077.0982 eV
Maximum force ... 1.21 eV/A

CARTESIAN COORDINATES (ANGSTROEM)
C  -0.284  -0.067  1.825
C  -0.485  -0.683  0.447
C  -1.932  -1.101  0.243
S  0.637  -2.186  0.354
C  1.572  -1.524  -1.071
N  1.435  -0.059  -0.951
C  -0.024  0.211  -0.729
C  -0.336  1.690  -0.596
N  0.483  2.452  0.164
S  -1.576  2.300  -1.464
H  -0.574  -0.793  2.580
H  -0.915  0.810  1.952
H  0.757  0.190  2.016
H  -2.263  -1.727  1.066
H  -2.055  -1.662  -0.680
H  -2.571  -0.221  0.200
H  1.132  -1.860  -2.012
H  2.609  -1.853  -1.004
H  1.970  0.269  -0.138
H  1.776  0.439  -1.783
H  -0.548  -0.131  -1.629
H  0.980  2.081  0.961
H  0.209  3.422  0.249

Löwdin atomic charge list, values in e, 2 entries: atom 1 (C): -0.093, atom 2 (C): -0.710

***

The following is a quantum chemistry calculation of a molecular structure, C16H37BrCuNO12P2 in a non-equilibrium geometry, from OMol25.

## Properties
Energy relative to the best compared isomer or geometry (same formula, charge and spin) ... 0.0 kJ/mol
Total charge ... -2
DFT total energy ... -176519.0107 eV
Maximum force ... 2.07 eV/A

CARTESIAN COORDINATES (ANGSTROEM)
Cu  -7.790  20.687  -10.464
Br  -8.312  18.793  -8.535
C  -5.565  21.347  -11.830
O  -5.740  21.844  -10.632
O  -4.568  21.691  -12.556
O  -6.509  20.581  -12.297
C  -8.921  23.884  -10.063
O  -8.869  22.761  -10.500
N  -9.461  24.194  -8.859
C  -9.201  25.482  -8.252
C  -9.982  23.175  -7.969
H  -8.512  24.755  -10.596
H  -8.915  26.235  -8.986
H  -8.370  25.370  -7.547
H  -10.038  25.898  -7.688
H  -9.236  23.007  -7.188
H  -10.958  23.436  -7.558
H  -10.089  22.241  -8.520
C  -3.682  15.676  -15.260
C  -4.589  15.241  -14.087
O  -5.923  15.273  -14.564
P  -6.848  16.569  -14.392
O  -6.218  17.866  -14.676
O  -8.036  16.155  -15.390
C  -9.007  17.138  -15.744
C  -9.188  17.096  -17.256
O  -7.398  16.324  -12.899
C  -7.711  17.382  -11.935
C  -9.149  17.846  -12.223
H  -2.605  15.610  -15.107
H  -3.959  15.238  -16.219
H  -3.915  16.737  -15.405
H  -4.377  14.189  -13.894
H  -4.380  15.863  -13.221
H  -9.953  16.992  -15.216
H  -8.648  18.122  -15.433
H  -8.312  17.551  -17.724
H  -9.277  16.106  -17.705
H  -10.055  17.692  -17.554
H  -7.724  16.879  -10.970
H  -6.904  18.114  -11.998
H  -9.220  18.393  -13.160
H  -9.792  16.968  -12.155
H  -9.420  18.559  -11.440
C  -17.322  23.450  -13.377
C  -15.862  23.568  -13.831
O  -15.256  22.285  -13.684
P  -13.728  22.139  -14.058
O  -13.215  22.967  -15.167
O  -12.972  22.314  -12.675
C  -11.531  22.236  -12.628
C  -10.995  20.835  -12.554
O  -13.618  20.567  -14.365
C  -13.864  20.038  -15.668
C  -13.582  18.552  -15.633
H  -17.839  24.367  -13.660
H  -17.769  22.568  -13.834
H  -17.365  23.313  -12.296
H  -15.895  23.850  -14.884
H  -15.402  24.361  -13.243
H  -11.154  22.788  -13.499
H  -11.118  22.839  -11.818
H  -11.570  20.294  -11.796
H  -11.158  20.221  -13.440
H  -9.939  20.899  -12.301
H  -14.921  20.194  -15.910
H  -13.214  20.583  -16.353
H  -14.233  17.970  -14.985
H  -13.539  18.093  -16.624
H  -12.545  18.421  -15.305

Löwdin atomic charge list, values in e, 2 entries: atom 1 (Cu): 0.113, atom 2 (Br): -0.362

***

The following is a quantum chemistry calculation of C19H26N2O3 in the gas phase, from OMol25.

## Properties
Energy relative to the best compared isomer or geometry (same formula, charge and spin) ... 53.9 kJ/mol
Structure (SMILES) ... O=C(CCC(=O)N1CCOc2ccccc21)NC1CCCCCC1
DFT total energy ... -29249.0510 eV
Maximum force ... 0.75 eV/A

CARTESIAN COORDINATES (ANGSTROEM)
O  0.396  -0.189  -0.660
C  -0.147  -1.259  -0.464
C  0.624  -2.567  -0.328
C  2.090  -2.253  -0.025
C  2.099  -1.345  1.194
O  1.335  -1.527  2.124
N  2.947  -0.278  1.189
C  2.617  0.859  2.028
C  2.194  1.985  1.087
O  3.278  2.376  0.266
C  4.059  1.363  -0.194
C  5.061  1.696  -1.101
C  5.918  0.730  -1.588
C  5.800  -0.582  -1.158
C  4.815  -0.923  -0.250
C  3.918  0.031  0.221
N  -1.483  -1.395  -0.368
C  -2.396  -0.265  -0.356
C  -3.551  -0.529  -1.325
C  -4.319  0.747  -1.675
C  -5.483  1.073  -0.736
C  -5.231  0.797  0.749
C  -3.828  1.156  1.241
C  -2.834  0.006  1.086
H  0.196  -3.149  0.489
H  0.537  -3.136  -1.256
H  2.543  -1.748  -0.876
H  2.632  -3.176  0.186
H  1.804  0.570  2.694
H  3.493  1.157  2.612
H  1.891  2.882  1.633
H  1.365  1.630  0.461
H  5.143  2.726  -1.409
H  6.686  1.003  -2.295
H  6.481  -1.337  -1.518
H  4.746  -1.934  0.118
H  -1.869  -2.292  -0.116
H  -1.809  0.585  -0.721
H  -3.119  -0.942  -2.240
H  -4.229  -1.278  -0.912
H  -4.723  0.657  -2.686
H  -3.613  1.580  -1.690
H  -5.732  2.129  -0.867
H  -6.361  0.498  -1.040
H  -5.414  -0.258  0.963
H  -5.969  1.366  1.320
H  -3.461  2.042  0.723
H  -3.885  1.399  2.305
H  -1.934  0.224  1.666
H  -3.278  -0.904  1.499

Löwdin atomic charge list, values in e, 2 entries: atom 1 (O): 0.067, atom 2 (C): -0.476

***

The following is a quantum chemistry calculation of a molecular structure, C26H38BeBr2Cl3F3IMgN3O12PS2 in a non-equilibrium geometry, from OMol25.

## Properties
Total charge ... +1
DFT total energy ... -287300.0089 eV
Maximum force ... 5.55 eV/A

CARTESIAN COORDINATES (ANGSTROEM)
N  -0.142  -5.177  -2.464
C  0.487  -4.361  -1.410
C  -0.361  -4.113  -0.119
C  -1.831  -4.666  0.134
C  -2.935  -3.592  -0.427
C  -4.043  -3.232  0.673
C  -5.079  -2.100  0.233
C  -6.630  -2.317  0.398
C  -7.678  -1.214  0.015
C  -7.249  0.171  -0.578
C  -5.710  0.378  -0.768
C  -4.665  -0.708  -0.365
C  0.294  -3.236  1.016
C  1.730  -2.561  0.917
N  2.154  -1.791  2.044
C  3.432  -1.219  1.782
C  4.256  -1.420  0.486
P  5.967  -0.553  0.417
O  6.052  0.536  -0.895
O  7.242  -1.685  0.415
N  3.829  -2.221  -0.619
C  2.540  -2.790  -0.371
C  1.902  -3.705  -1.516
I  3.107  -4.035  -3.322
H  0.303  -4.925  -3.363
H  0.037  -6.167  -2.224
H  -2.058  -5.665  -0.364
H  -2.011  -4.765  1.272
H  -2.330  -2.650  -0.721
H  -3.413  -3.979  -1.401
H  -3.510  -2.855  1.625
H  -4.653  -4.186  0.895
H  -7.076  -3.312  0.811
H  -8.812  -1.356  0.156
H  -7.989  0.983  -0.870
H  -5.323  1.369  -1.180
H  -3.550  -0.511  -0.518
H  -0.307  -3.065  1.985
H  3.884  -0.557  2.609
H  5.629  1.381  -0.581
H  7.235  -2.269  -0.379
Be  -6.525  -4.465  1.827
C  -9.142  0.008  4.901
C  -9.486  -0.403  3.479
O  -10.084  -1.690  3.388
C  -11.312  -1.866  4.085
C  -12.412  -0.928  3.621
H  -8.470  -0.725  5.359
H  -8.654  0.986  4.907
H  -10.030  0.076  5.532
H  -8.563  -0.448  2.894
H  -10.122  0.345  2.995
H  -11.148  -1.778  5.165
H  -11.626  -2.897  3.903
H  -12.154  0.120  3.785
H  -13.340  -1.133  4.162
H  -12.596  -1.055  2.550
C  1.992  2.675  -0.919
F  2.375  2.613  -2.220
F  0.701  3.081  -0.930
F  1.976  1.389  -0.473
S  3.088  3.779  0.103
O  2.986  5.095  -0.512
O  4.423  3.189  -0.005
O  2.537  3.723  1.450
O  5.461  1.597  -4.010
H  6.108  0.860  -4.236
H  5.524  1.680  -3.047
C  5.825  -1.811  5.117
O  6.186  -0.690  4.323
H  4.745  -1.802  5.269
H  6.110  -2.734  4.604
H  6.326  -1.754  6.086
H  7.144  -0.722  4.204
Br  0.561  -5.434  2.101
C  7.095  4.994  -4.712
C  5.612  4.668  -4.708
O  4.970  5.831  -5.250
S  5.948  6.520  -6.338
O  5.559  6.079  -7.644
O  6.109  7.901  -5.999
O  7.315  5.727  -5.927
H  7.360  5.640  -3.872
H  7.715  4.097  -4.689
H  5.238  4.454  -3.706
H  5.391  3.823  -5.365
Mg  9.189  6.524  -7.141
Br  7.280  0.034  -3.223
C  8.868  6.734  -0.847
Cl  10.186  6.072  -1.828
Cl  7.332  6.629  -1.719
Cl  8.762  5.889  0.702
H  9.080  7.783  -0.651

Löwdin atomic charge list, values in e, 2 entries: atom 1 (N): 0.051, atom 2 (C): -0.241

***

The following is a quantum chemistry calculation of 2 unconnected molecules or ions with the total composition C4H10Si, from OMol25.

## Properties
Energy relative to the best compared isomer or geometry (same formula, charge and spin) ... 166.2 kJ/mol
DFT total energy ... -12184.4782 eV
Maximum force ... 0.96 eV/A

CARTESIAN COORDINATES (ANGSTROEM)
C  1.597  0.054  -0.226
C  0.351  0.385  0.061
C  2.119  -1.346  -0.170
C  -0.239  1.753  -0.018
Si  -3.743  -0.339  -0.080
H  2.306  0.808  -0.546
H  2.243  -1.739  -1.180
H  3.091  -1.378  0.320
H  1.430  -1.995  0.367
H  -0.762  1.990  0.908
H  0.525  2.504  -0.200
H  -0.973  1.792  -0.826
H  -2.717  -1.255  0.494
H  -0.343  -0.389  0.370
H  -4.884  -0.845  0.727

Löwdin atomic charge list, values in e, 2 entries: atom 1 (C): -0.188, atom 2 (C): -0.202

***

The following is a quantum chemistry calculation of a molecular structure, C31H35ClIN2OPPd in a non-equilibrium geometry, from OMol25.

## Properties
Spin multiplicity ... 3
DFT total energy ... -71135.4689 eV
Maximum force ... 1.19 eV/A

CARTESIAN COORDINATES (ANGSTROEM)
Pd  0.082  0.140  0.158
C  -0.396  -0.227  4.985
C  -0.036  0.371  3.626
C  1.468  0.653  3.525
P  -0.554  -0.651  2.195
C  -2.334  -1.052  2.423
C  -2.850  -1.833  1.208
C  -3.185  0.193  2.675
C  0.283  -2.224  2.272
C  0.129  -3.159  3.306
C  0.769  -4.379  3.291
C  0.621  -5.378  4.418
C  1.573  -4.648  2.173
C  1.721  -3.765  1.125
C  1.056  -2.514  1.136
N  1.125  -1.608  0.123
C  1.877  -1.887  -1.052
C  3.231  -1.535  -1.082
C  3.870  -0.917  0.133
C  3.972  -1.766  -2.237
C  3.400  -2.331  -3.369
C  4.205  -2.526  -4.633
C  2.058  -2.686  -3.314
C  1.286  -2.477  -2.174
C  -0.159  -2.899  -2.157
H  -0.219  0.513  5.769
H  0.230  -1.093  5.203
H  -1.442  -0.535  5.051
H  -0.568  1.319  3.503
H  2.037  -0.264  3.692
H  1.766  1.384  4.280
H  1.745  1.041  2.547
H  -2.379  -1.713  3.291
H  -2.795  -1.225  0.307
H  -3.896  -2.115  1.365
H  -2.271  -2.741  1.036
H  -3.177  0.845  1.799
H  -2.843  0.775  3.536
H  -4.223  -0.094  2.862
H  -0.522  -2.929  4.145
H  -0.173  -5.079  5.105
H  1.540  -5.472  5.004
H  0.375  -6.374  4.044
H  2.091  -5.602  2.123
H  2.335  -4.025  0.271
H  3.288  -0.064  0.481
H  4.885  -0.584  -0.089
H  3.914  -1.624  0.966
H  5.024  -1.489  -2.254
H  5.262  -2.684  -4.411
H  4.138  -1.649  -5.285
H  3.846  -3.385  -5.203
H  1.594  -3.140  -4.187
H  -0.489  -3.185  -3.158
H  -0.803  -2.102  -1.798
H  -0.316  -3.750  -1.489
Cl  -3.385  4.541  -3.740
C  -2.213  3.425  -3.181
C  -1.449  2.751  -4.157
C  -0.529  1.827  -3.770
I  0.589  0.777  -5.147
C  -0.345  1.524  -2.338
O  0.423  0.616  -1.959
C  -1.096  2.287  -1.364
N  -0.806  2.035  -0.055
C  -1.493  2.763  0.888
C  -2.451  3.677  0.566
C  -2.775  3.920  -0.785
C  -2.057  3.231  -1.768
H  -1.614  2.962  -5.204
H  -1.204  2.599  1.915
H  -2.945  4.222  1.359
H  -3.531  4.639  -1.063

Löwdin atomic charge list, values in e, 2 entries: atom 1 (Pd): 0.841, atom 2 (C): -0.103

***

The following is a quantum chemistry calculation of a molecular structure, C17H19BN6O3Pt in a non-equilibrium geometry, from OMol25.

## Properties
Spin multiplicity ... 5
Energy relative to the best compared isomer or geometry (same formula, charge and spin) ... 0.0 kJ/mol
Total charge ... +4
DFT total energy ... -36894.1521 eV
Maximum force ... 4.30 eV/A

CARTESIAN COORDINATES (ANGSTROEM)
C  2.557  -0.257  -0.768
N  1.368  -0.239  -1.401
N  1.577  -0.261  -2.764
C  2.917  -0.278  -2.976
C  3.556  -0.257  -1.740
B  0.331  -0.138  -3.734
N  -0.684  -1.288  -3.390
N  -1.129  -1.386  -2.095
C  -2.064  -2.358  -2.003
C  -2.198  -2.923  -3.263
C  -1.322  -2.239  -4.107
Pt  -0.509  -0.331  -0.570
N  -0.379  1.157  -3.192
N  -0.682  1.217  -1.856
C  -1.269  2.399  -1.574
C  -1.328  3.117  -2.755
C  -0.755  2.332  -3.753
H  -1.578  2.613  -0.564
H  -0.595  2.517  -4.798
H  -1.750  4.099  -2.864
H  0.648  -0.098  -4.885
H  -1.139  -2.349  -5.161
H  3.307  -0.294  -3.981
H  -2.873  -3.720  -3.513
H  4.612  -0.235  -1.546
H  -2.513  -2.570  -1.047
H  2.605  -0.300  0.302
H  -2.528  -0.713  0.955
C  -2.344  -1.577  1.614
H  -3.106  -2.342  1.422
H  -1.342  -1.992  1.448
H  -2.429  -1.252  2.657
O  0.545  2.670  2.915
C  0.656  1.693  3.836
C  0.714  2.032  5.203
C  0.819  1.014  6.156
C  0.893  -0.332  5.772
C  0.866  -0.656  4.417
C  0.733  0.329  3.442
C  0.671  -0.099  2.016
O  0.970  -1.268  1.680
O  0.257  0.809  1.138
H  0.465  2.192  2.042
H  0.678  3.087  5.479
H  0.839  1.288  7.210
H  0.978  -1.131  6.512
H  0.955  -1.684  4.085

Löwdin atomic charge list, values in e, 2 entries: atom 1 (C): 0.051, atom 2 (N): -0.031